1.
Density functional theory data (the ωB97M-V functional and the def2-TZVPD basis) for 2 unconnected molecules or ions with the total composition C5H13NO2.

Output
LUMO energy = 0.56 eV
HOMO-LUMO gap = 10.29 eV
HOMO level = -9.72 eV
energy above the lowest of the compared OMol25 structures with the same formula, charge and spin = 0.6463 eV
total charge = 0
SMILES = CCC(N)=O.CCO
2S+1 = 1

Cartesian coordinates (Å):
C (1.11, -1.11, -1.14)
C (1.08, 0.18, -0.32)
C (1.29, 1.42, -1.17)
N (1.35, 2.59, -0.48)
O (1.37, 1.39, -2.38)
H (0.82, -1.93, -0.48)
H (2.11, -1.31, -1.50)
H (0.38, -1.05, -1.95)
H (0.11, 0.31, 0.14)
H (1.87, 0.14, 0.44)
H (1.48, 3.45, -0.99)
H (1.34, 2.62, 0.52)
C (-2.91, -1.66, 1.06)
C (-1.92, -0.79, 1.78)
O (-0.70, -1.50, 1.94)
H (-2.55, -1.89, 0.05)
H (-3.87, -1.15, 0.96)
H (-3.04, -2.61, 1.58)
H (-1.79, 0.16, 1.24)
H (-2.32, -0.50, 2.76)
H (-0.08, -0.91, 2.39)

2.
Density functional theory data (the ωB97M-V functional and the def2-TZVPD basis) for a molecular structure, C36H47CaOS3Sb2Si.

Output
LUMO energy = -2.51 eV
HOMO-LUMO gap = 8.18 eV
HOMO level = -10.68 eV
energy above the lowest of the compared OMol25 structures with the same formula, charge and spin = 0.0000 eV
total charge = +1
2S+1 = 1

Cartesian coordinates (Å):
Ca (0.41, -0.07, -1.20)
C (3.36, -0.93, -3.79)
C (4.24, -0.31, -2.71)
S (3.37, 0.68, -1.47)
C (3.97, -0.04, 0.10)
C (2.97, -0.80, 0.97)
S (1.95, -2.07, 0.16)
C (3.12, -3.01, -0.84)
C (2.70, -3.24, -2.30)
S (1.95, -1.89, -3.23)
H (2.92, -0.16, -4.43)
H (3.97, -1.55, -4.45)
H (4.81, -1.07, -2.19)
H (4.96, 0.35, -3.19)
H (4.83, -0.65, -0.16)
H (4.36, 0.79, 0.70)
H (3.50, -1.23, 1.82)
H (2.24, -0.11, 1.39)
H (4.08, -2.50, -0.79)
H (3.24, -3.98, -0.36)
H (3.56, -3.57, -2.88)
H (1.97, -4.04, -2.35)
C (-0.77, -5.04, -3.61)
Sb (-1.27, -3.15, -2.75)
C (-1.32, -2.08, -4.61)
C (-3.41, -3.44, -2.70)
C (-3.94, -3.76, -1.33)
C (-3.92, -5.08, -0.88)
C (-4.36, -5.42, 0.39)
C (-4.83, -4.43, 1.24)
C (-4.86, -3.12, 0.80)
C (-4.42, -2.76, -0.47)
C (-4.45, -1.31, -0.87)
Sb (-2.58, -0.26, -0.64)
C (-3.45, 1.43, 0.32)
C (-1.89, -1.41, 1.04)
H (-0.87, -5.83, -2.86)
H (0.25, -5.02, -3.99)
H (-1.46, -5.23, -4.43)
H (-2.16, -2.45, -5.21)
H (-0.39, -2.24, -5.16)
H (-1.46, -1.01, -4.45)
H (-3.60, -4.25, -3.41)
H (-3.84, -2.53, -3.12)
H (-3.57, -5.86, -1.56)
H (-4.34, -6.46, 0.71)
H (-5.18, -4.68, 2.23)
H (-5.24, -2.34, 1.45)
H (-5.11, -0.76, -0.21)
H (-4.80, -1.15, -1.89)
H (-3.92, 1.10, 1.24)
H (-4.20, 1.85, -0.35)
H (-2.70, 2.18, 0.54)
H (-2.58, -1.27, 1.88)
H (-0.90, -1.12, 1.37)
H (-1.89, -2.46, 0.75)
O (0.31, 1.35, 0.25)
Si (0.67, 2.53, 1.33)
C (-0.09, 2.20, 3.01)
C (-1.09, 1.24, 3.17)
C (-1.71, 1.03, 4.40)
C (-1.34, 1.80, 5.49)
C (-0.35, 2.76, 5.36)
C (0.27, 2.95, 4.13)
C (0.02, 4.15, 0.69)
C (0.44, 5.37, 1.24)
C (-0.10, 6.57, 0.81)
C (-1.07, 6.59, -0.19)
C (-1.49, 5.39, -0.76)
C (-0.95, 4.19, -0.32)
C (2.53, 2.72, 1.58)
C (3.28, 3.44, 0.63)
C (4.66, 3.58, 0.76)
C (5.31, 3.02, 1.85)
C (4.59, 2.31, 2.80)
C (3.22, 2.16, 2.66)
H (-1.39, 0.63, 2.33)
H (-2.48, 0.28, 4.50)
H (-1.83, 1.65, 6.45)
H (-0.05, 3.36, 6.22)
H (1.05, 3.70, 4.06)
H (1.20, 5.39, 2.02)
H (0.23, 7.51, 1.25)
H (-1.49, 7.53, -0.53)
H (-2.24, 5.40, -1.54)
H (-1.28, 3.26, -0.78)
H (2.78, 3.90, -0.21)
H (5.21, 4.15, 0.02)
H (6.38, 3.15, 1.96)
H (5.10, 1.88, 3.66)
H (2.67, 1.61, 3.42)

3.
Density functional theory data (the ωB97M-V functional and the def2-TZVPD basis) for a molecular structure, C46H37ErIN9S3.

Output
LUMO energy (alpha / beta) = -5.44 / -5.43 eV
HOMO-LUMO gap (alpha / beta) = 6.67 / 6.68 eV
HOMO level (alpha / beta) = -12.11 / -12.11 eV
energy above the lowest of the compared OMol25 structures with the same formula, charge and spin = 0.2017 eV
total charge = +2
2S+1 = 4

Cartesian coordinates (Å):
Er (0.25, -0.91, -0.40)
S (-5.17, -3.42, -0.81)
C (-6.83, -3.80, -0.95)
C (-7.63, -2.81, -0.45)
C (-6.90, -1.72, 0.05)
C (-5.54, -1.89, -0.06)
C (-4.50, -0.98, 0.32)
C (-3.15, -1.31, 0.11)
N (-2.13, -0.55, 0.45)
C (-2.39, 0.67, 0.98)
C (-3.71, 1.13, 1.19)
C (-3.93, 2.45, 1.68)
C (-2.89, 3.28, 1.93)
C (-1.54, 2.85, 1.74)
C (-0.45, 3.69, 1.98)
C (0.85, 3.22, 1.79)
C (0.99, 1.89, 1.37)
N (-0.02, 1.08, 1.08)
C (-1.28, 1.54, 1.27)
C (1.99, 4.07, 1.98)
C (2.01, 5.44, 2.13)
C (3.31, 5.96, 2.26)
C (4.27, 5.00, 2.22)
S (3.62, 3.43, 2.01)
C (-4.77, 0.27, 0.88)
H (-7.13, -4.73, -1.39)
H (-8.71, -2.86, -0.46)
H (-7.37, -0.85, 0.48)
H (-2.90, -2.26, -0.36)
H (-4.95, 2.78, 1.82)
H (-3.05, 4.28, 2.29)
H (-0.63, 4.69, 2.33)
H (1.98, 1.46, 1.29)
H (1.13, 6.06, 2.12)
H (3.52, 7.00, 2.40)
H (5.33, 5.12, 2.32)
H (-5.78, 0.60, 1.06)
I (0.94, -3.00, -2.65)
C (-0.79, -2.37, -3.84)
C (-1.06, -3.16, -4.92)
C (-2.11, -2.80, -5.77)
C (-2.85, -1.69, -5.50)
C (-2.59, -0.90, -4.36)
C (-3.41, 0.21, -4.08)
C (-3.12, 1.02, -3.01)
C (-2.02, 0.73, -2.19)
C (-1.19, -0.37, -2.35)
C (-1.51, -1.21, -3.47)
H (-0.48, -4.05, -5.11)
H (-2.30, -3.41, -6.65)
H (-3.65, -1.40, -6.16)
H (-4.25, 0.42, -4.72)
H (-3.73, 1.88, -2.79)
H (-1.85, 1.43, -1.38)
C (5.98, -1.99, -1.00)
N (5.62, -0.60, -1.12)
C (6.43, 0.44, -1.50)
C (5.69, 1.56, -1.52)
N (4.39, 1.22, -1.16)
C (4.38, -0.12, -0.89)
S (3.17, -1.06, -0.22)
C (3.28, 2.07, -1.29)
C (3.50, 3.45, -1.28)
C (2.44, 4.30, -1.55)
C (1.20, 3.74, -1.83)
C (1.08, 2.36, -1.78)
N (2.08, 1.52, -1.48)
H (7.04, -2.11, -1.17)
H (5.43, -2.58, -1.74)
H (5.71, -2.35, -0.01)
H (7.47, 0.32, -1.72)
H (5.99, 2.55, -1.79)
H (4.48, 3.86, -1.08)
H (2.59, 5.37, -1.56)
H (0.36, 4.35, -2.10)
H (0.14, 1.88, -2.03)
N (-1.49, -2.24, 3.03)
N (-1.48, -3.04, 1.83)
H (-1.78, -2.78, 3.86)
H (-2.16, -1.49, 2.91)
H (-2.38, -3.51, 1.68)
H (-0.80, -3.78, 2.00)
N (2.48, -4.38, 1.78)
C (1.74, -3.90, 0.76)
N (1.19, -2.74, 1.02)
C (1.60, -2.43, 2.31)
C (1.29, -1.33, 3.12)
C (1.83, -1.31, 4.39)
C (2.66, -2.34, 4.85)
C (2.97, -3.43, 4.07)
C (2.42, -3.47, 2.80)
H (2.99, -5.26, 1.79)
H (1.63, -4.45, -0.16)
H (0.63, -0.56, 2.77)
H (1.61, -0.49, 5.04)
H (3.06, -2.28, 5.85)
H (3.60, -4.23, 4.43)